A 2-piece molecular cluster, C2H3OP overall at a distorted geometry, computed with wB97M-V/def2-TZVPD.

The spin multiplicity is 1. Its net charge is 0.

Geometry as XYZ:
```
7
C2H3OP | the OMol25 dataset | wB97M-V/def2-TZVPD
C -1.161 0.316 -0.108
C -0.337 -0.643 0.135
O 2.932 0.937 0.166
P 2.494 -0.425 0.080
H -2.248 0.170 -0.117
H -0.806 1.185 -0.593
H -0.873 -1.540 0.437
```

C2H3OYb as an isolated structure at a distorted geometry, computed with wB97M-V/def2-TZVPD.

The spin multiplicity is 2. Its net charge is +2.

Geometry as XYZ:
```
7
C2H3OYb | the OMol25 dataset | wB97M-V/def2-TZVPD
O 0.024 0.962 0.344
C 0.834 1.668 -0.182
C 1.581 1.972 -1.230
H 1.307 2.884 -1.769
H 2.670 1.950 -1.124
H 0.772 -1.272 -0.744
Yb -0.709 -1.351 0.597
```

A 17-piece molecular cluster, C2H40NO16 overall at a distorted geometry, computed with wB97M-V/def2-TZVPD.

The spin multiplicity is 1. Its net charge is +1.

Geometry as XYZ:
```
59
C2H40NO16 | the OMol25 dataset | wB97M-V/def2-TZVPD
C 1.030 -0.391 -0.682
N 1.858 -1.253 0.315
C 3.376 -1.008 0.052
H 1.262 -0.816 -1.665
H 0.038 -0.359 -0.349
H 1.298 0.689 -0.668
H 1.643 -2.229 0.212
H 1.670 -0.997 1.275
H 3.892 -0.365 0.775
H 3.478 -0.556 -0.978
H 3.639 -2.009 0.132
H -0.628 -3.912 1.157
H -1.971 -3.092 0.790
O -1.566 -3.566 1.590
H -1.328 -2.083 -4.171
H -0.947 -0.856 -3.292
O -0.963 -1.920 -3.298
H 0.276 1.339 -3.080
H -0.619 1.089 -4.169
O -0.089 0.580 -3.599
H -0.698 2.879 2.567
H -2.001 2.100 2.310
O -1.459 2.753 1.948
H -1.310 -1.316 2.596
H -1.360 -2.737 2.880
O -1.185 -1.843 3.363
H -2.024 1.945 -2.727
H -3.198 1.167 -3.426
O -2.388 1.021 -2.776
H -2.127 -2.607 -1.612
H -2.373 -1.664 -0.724
O -2.002 -2.530 -0.660
H 4.118 2.222 -1.428
H 3.314 1.520 -0.454
O 4.120 1.633 -0.814
H 0.535 -1.238 3.369
H 1.845 -1.319 4.206
O 1.494 -1.108 3.320
H -1.174 3.416 -1.969
H -1.320 3.909 -3.397
O -1.050 3.129 -2.958
H -0.016 -3.255 -1.155
H 1.205 -3.666 -1.961
O 0.930 -3.261 -1.201
H 2.394 0.233 2.566
H 3.617 0.979 2.100
O 2.694 0.827 1.898
H -2.879 -0.071 2.939
H -2.666 0.008 1.415
O -2.233 0.304 2.267
H 1.829 2.965 4.164
H 1.520 1.795 3.065
O 1.288 2.641 3.383
H -0.447 4.477 -0.439
H -1.047 3.150 0.324
O -0.702 3.621 -0.485
H -4.208 -0.351 -0.559
H -3.115 0.173 -1.602
O -3.271 -0.187 -0.678
```

A 17-piece molecular cluster, C2H40NO16 overall at a distorted geometry, computed with wB97M-V/def2-TZVPD.

The spin multiplicity is 1. Its net charge is +1.

Geometry as XYZ:
```
59
C2H40NO16 | the OMol25 dataset | wB97M-V/def2-TZVPD
C -2.055 -2.385 -2.583
C -2.617 -1.279 -1.518
N -1.622 -0.347 -0.963
H -2.286 -3.308 -2.209
H -2.644 -2.244 -3.461
H -0.991 -2.485 -2.898
H -3.425 -0.732 -2.089
H -2.952 -1.870 -0.662
H -1.695 -0.072 0.103
H -1.635 0.470 -1.524
H -0.693 -0.835 -1.095
H 4.540 -0.086 -3.019
H 3.818 -0.848 -1.899
O 4.355 -0.061 -2.060
H -0.958 -2.749 1.145
H -1.323 -1.875 2.394
O -0.996 -1.885 1.481
H 1.239 0.622 5.015
H 0.623 -0.736 4.661
O 0.390 0.107 5.064
H 0.590 3.011 0.652
H 1.186 3.369 -0.743
O 1.322 2.893 0.107
H 1.925 -1.899 -0.046
H 1.255 -3.196 -0.528
O 1.598 -2.697 0.314
H 3.728 1.611 1.185
H 4.565 0.910 0.241
O 4.082 0.731 1.054
H 1.502 -4.398 -2.590
H 2.797 -4.070 -1.702
O 1.991 -3.743 -2.129
H 0.397 -0.193 1.225
H 0.546 1.266 1.314
O 0.114 0.612 0.759
H -1.048 3.774 -1.728
H -0.844 5.057 -0.987
O -0.342 4.429 -1.520
H -0.933 3.439 4.098
H 0.526 3.858 3.862
O -0.297 3.692 3.433
H -3.390 2.347 -1.375
H -2.812 2.856 -2.641
O -2.644 2.214 -1.954
H -2.000 1.640 1.996
H -1.910 0.073 1.671
O -2.392 0.881 1.572
H -3.585 -0.894 3.742
H -2.633 -0.132 4.705
O -2.671 -0.591 3.860
H 1.619 -2.141 2.151
H 2.376 -0.712 2.025
O 1.606 -1.198 2.392
H 0.353 1.294 -3.199
H 1.170 1.333 -4.427
O 0.530 0.778 -3.993
H 1.226 -1.890 -1.991
H 0.714 -0.607 -2.771
O 0.706 -1.113 -1.918
```

C2H44O22Tl as an isolated structure at a distorted geometry, computed with wB97M-V/def2-TZVPD.

The spin multiplicity is 1. Its net charge is +1.

Geometry as XYZ:
```
69
C2H44O22Tl | the OMol25 dataset | wB97M-V/def2-TZVPD
Tl 1.523 -2.621 -0.068
O 0.175 1.985 -0.336
C -0.464 0.753 -0.589
C 0.198 -0.329 0.266
O -0.227 -1.612 0.091
H -0.366 0.494 -1.613
H -1.513 0.861 -0.193
H -0.031 -0.276 1.344
H 1.283 -0.290 0.214
O 1.947 -1.766 1.938
H 2.482 -2.286 2.564
H 1.789 -0.950 2.396
O 0.862 0.626 -5.042
H 0.468 1.477 -5.230
H 1.088 0.699 -4.126
O -1.061 3.110 -2.375
H -0.580 2.780 -1.618
H -1.478 2.312 -2.636
O -2.554 -4.195 -0.177
H -2.755 -4.156 0.780
H -2.614 -3.243 -0.493
O 1.429 4.523 -0.735
H 0.875 3.781 -0.578
H 1.068 5.086 -0.076
O -2.183 -1.161 1.852
H -2.665 -0.426 1.532
H -1.374 -1.221 1.292
O -2.539 -1.643 -1.027
H -3.035 -0.976 -0.577
H -1.657 -1.554 -0.684
O -4.063 2.193 -1.423
H -3.419 1.983 -0.736
H -4.175 1.373 -1.854
O 2.752 1.885 0.688
H 1.856 1.821 0.426
H 2.964 2.799 0.900
O -0.090 -4.006 -1.323
H -0.989 -4.063 -1.030
H 0.062 -4.797 -1.833
O -0.168 -0.848 4.189
H 0.705 -0.514 4.086
H -0.054 -1.825 4.033
O 1.265 -1.682 -2.138
H 0.459 -1.440 -2.572
H 1.882 -1.305 -2.750
O 1.812 1.477 -2.572
H 1.299 1.715 -1.800
H 1.887 2.193 -3.215
O 0.366 2.888 2.221
H 1.176 3.377 2.311
H 0.223 2.678 1.303
O -1.779 1.376 3.305
H -0.921 1.834 3.208
H -1.510 0.489 3.506
O 3.399 -1.364 -0.365
H 3.803 -1.008 -1.171
H 3.952 -0.894 0.254
O -1.239 -1.411 -3.245
H -1.212 -0.450 -3.339
H -1.780 -1.630 -2.508
O 2.040 0.526 3.401
H 2.855 0.782 3.856
H 2.071 1.137 2.705
O -2.085 3.003 0.781
H -2.077 2.686 1.663
H -1.484 2.410 0.348
O 0.689 -4.108 1.285
H 1.005 -4.972 1.079
H 0.435 -4.094 2.222
```

C2H4AlLiO2 as an isolated structure at a distorted geometry, computed with wB97M-V/def2-TZVPD.

The spin multiplicity is 1. Its net charge is 0.

Geometry as XYZ:
```
10
C2H4AlLiO2 | the OMol25 dataset | wB97M-V/def2-TZVPD
O 1.556 0.024 0.618
H 1.996 -0.799 0.844
C 0.564 -0.265 -0.695
C -0.560 0.661 -0.565
O -1.407 0.340 0.515
H 0.318 -1.324 -0.473
H 1.147 -0.116 -1.616
H -1.148 0.707 -1.500
Al -2.538 -0.251 1.419
Li 0.072 1.024 1.453
```

C2H4AuO2 as an isolated structure at a distorted geometry, computed with wB97M-V/def2-TZVPD.

The spin multiplicity is 3. Its net charge is +1.

Geometry as XYZ:
```
9
C2H4AuO2 | the OMol25 dataset | wB97M-V/def2-TZVPD
C -0.019 -0.050 0.459
C -0.914 0.890 0.013
O -2.035 1.259 0.639
Au -1.039 0.959 2.123
H -0.422 -0.781 1.209
H -0.680 1.474 -0.893
H 1.171 -0.808 -0.463
O 2.127 -1.352 -1.106
H 1.810 -1.591 -1.981
```

One molecule with the formula C2H4BNO2 at a distorted geometry, computed with wB97M-V/def2-TZVPD.

The spin multiplicity is 1. Its net charge is 0. The SMILES is N#CCB(O)O.

Geometry as XYZ:
```
10
C2H4BNO2 | the OMol25 dataset | wB97M-V/def2-TZVPD
N 2.388 -1.671 0.726
C 1.704 -0.820 0.317
C 0.923 0.121 -0.401
B -0.623 0.290 0.049
O -0.986 -0.261 1.264
O -1.471 0.831 -0.841
H 0.703 -0.124 -1.659
H 1.652 0.990 -0.462
H -1.871 -0.251 1.718
H -2.418 0.895 -0.711
```

Energy relative to the best compared isomer or geometry (same formula, charge and spin) per entry: 68.7; 64.4; 30.7; 7.9; 0.0; 37.0; 2.7; 15.1 kcal/mol